Molecular formula: C29H51HfNOP2Si4Te
Method: DFT, the ωB97M-V functional and the def2-TZVPD basis

Geometry as ORCA input:
```
! wB97M-V def2-TZVPD RIJCOSX def2/J DEFGRID3
* xyz 2 1
C -1.42307 3.48661 -4.86226
C -1.24167 2.12961 -4.64636
C 0.02873 1.53941 -4.98506
C 1.10113 2.37241 -5.49146
C 0.85413 3.76601 -5.70056
C -0.38217 4.30141 -5.40066
C 2.34103 1.75341 -5.73286
C 2.52033 0.38471 -5.46116
C 1.37123 -0.35289 -4.97596
C 1.49733 -1.75059 -4.64846
C 2.72943 -2.36339 -4.81456
C 3.85833 -1.64379 -5.30916
C 3.76363 -0.30349 -5.62566
H -2.38227 3.95031 -4.60566
H 1.66113 4.39721 -6.08816
H -0.57067 5.36841 -5.55906
H 3.17913 2.34621 -6.11756
H 2.84353 -3.42309 -4.55946
H 4.81203 -2.16839 -5.42846
H 4.63483 0.25111 -5.99106
N 0.17323 0.22051 -4.78166
Hf 0.04233 0.10431 -1.26206
C -2.27157 1.25451 -3.99316
H -2.24217 0.24231 -4.42766
H -3.28397 1.68181 -4.10176
C 0.29703 -2.43839 -4.07476
H -0.61607 -2.08249 -4.57906
H 0.37433 -3.53539 -4.17466
P -1.96137 1.04211 -2.14346
P 0.04433 -2.05809 -2.23676
C 1.35243 -3.16899 -1.52816
H 1.24773 -3.19019 -0.43066
H 1.28823 -4.19789 -1.92626
H 2.34063 -2.74159 -1.76586
C -1.46947 -3.11119 -1.96316
H -1.31447 -4.15259 -2.29796
H -1.72507 -3.11119 -0.88986
H -2.31667 -2.67739 -2.52086
C -2.28047 2.76771 -1.56026
H -3.22677 3.17291 -1.96256
H -2.31077 2.76061 -0.45886
H -1.43557 3.40181 -1.87306
C -3.55587 0.21261 -1.66186
H -3.57977 0.08431 -0.56626
H -4.43377 0.80541 -1.97496
H -3.60597 -0.78469 -2.12856
C 1.72303 -0.08209 -0.47566
O 2.79973 -0.10909 -0.01956
H 0.82463 0.76001 -2.43526
C -3.48987 -0.51279 3.76554
Si -1.89147 -1.11979 4.52114
C -1.91437 -0.68129 6.33524
C -1.91447 -2.98369 4.38964
Si -0.11967 -0.30659 3.35814
Te -0.62657 -1.46159 1.18834
Si -0.06607 1.95521 3.46544
C 0.20383 2.49071 5.23684
C 1.31303 2.66241 2.42544
C -1.64587 2.73481 2.85964
Si 1.80393 -1.21619 4.14154
C 1.89053 -1.17889 6.00484
C 1.92713 -2.99309 3.57734
C 3.31833 -0.33009 3.51484
H -4.34317 -0.99459 4.28514
H -3.52097 -0.77159 2.68814
H -3.57927 0.57921 3.88944
H -2.80627 -1.14689 6.80134
H -1.01017 -1.06789 6.83884
H -1.97697 0.41451 6.46324
H -1.94727 -3.29009 3.32404
H -1.01427 -3.40449 4.87504
H -2.81677 -3.37419 4.90294
H 1.15813 2.07311 5.61384
H 0.24203 3.59751 5.28774
H -0.62997 2.13531 5.87054
H 1.16513 2.37191 1.36324
H 1.29383 3.76791 2.51254
H 2.29433 2.29901 2.77644
H -1.83737 2.41431 1.81784
H -2.48887 2.44431 3.51004
H -1.54037 3.83911 2.89714
H 1.07163 -1.79239 6.42434
H 2.85843 -1.61189 6.33094
H 1.81363 -0.13559 6.36974
H 1.92733 -3.02809 2.46904
H 2.87253 -3.43169 3.95634
H 1.07403 -3.57989 3.96424
H 3.31943 -0.31749 2.41074
H 3.33583 0.70091 3.91534
H 4.22293 -0.86059 3.87614
*
```

The total energy comes out at -93110.81514 eV. The HOMO-LUMO gap (alpha / beta) is 4.58 / 4.58 eV.

Mulliken population analysis, charges in e, atoms 1 to 2: -0.2235 -0.0956

---

Molecular formula: C21H30N4O6S
Method: DFT, the ωB97M-V functional and the def2-TZVPD basis

Geometry as ORCA input:
```
! wB97M-V def2-TZVPD RIJCOSX def2/J DEFGRID3
* xyz 0 1
C -0.14656 -1.04009 2.44207
C 1.18575 -0.33057 2.62736
O 2.28977 -1.20748 2.35417
C 2.60236 -1.42057 1.08526
O 2.03588 -0.92589 0.14252
C 3.81022 -2.31999 0.95388
S 5.30394 -1.25213 0.98018
C 4.79978 -0.18687 -0.31243
N 4.65761 -0.51334 -1.56596
N 4.08634 0.52156 -2.18435
C 3.89403 1.47389 -1.30686
C 3.08159 2.69816 -1.56032
N 1.68235 2.30449 -1.55939
C 1.01684 2.09038 -0.39564
O 1.41243 2.53359 0.67214
C -0.23928 1.30991 -0.50611
C -0.34157 0.23048 -1.38224
C -1.46709 -0.57450 -1.36882
O -1.66053 -1.67123 -2.14288
C -0.61400 -2.14666 -2.96859
C 0.48419 -2.86403 -2.18901
C -2.54064 -0.27552 -0.49483
O -3.60278 -1.12030 -0.55799
C -4.30565 -1.44308 0.63502
C -4.78909 -2.88063 0.50859
C -2.44390 0.83832 0.34409
O -3.47852 1.18613 1.19785
C -4.51023 1.94149 0.57861
C -4.08476 3.36545 0.23837
C -1.28307 1.60075 0.35587
N 4.34125 1.07949 -0.08317
C 4.35497 1.80798 1.15336
H -0.27044 -1.33816 1.40353
H -0.95268 -0.36100 2.70326
H -0.19802 -1.92205 3.07691
H 1.33051 -0.02668 3.66531
H 1.24473 0.54291 1.97160
H 3.90578 -2.99205 1.80260
H 3.79789 -2.85088 0.00347
H 3.32820 3.12383 -2.53330
H 3.22978 3.43770 -0.77145
H 1.37734 1.79688 -2.37518
H 0.49796 -0.02776 -2.00588
H -0.19468 -1.33264 -3.57259
H -1.11148 -2.85063 -3.64197
H 1.22283 -3.25620 -2.88260
H 0.98117 -2.19022 -1.49571
H 0.05495 -3.68864 -1.62459
H -3.64822 -1.33290 1.50371
H -5.16302 -0.77048 0.76110
H -5.42061 -2.98056 -0.36965
H -3.94098 -3.55116 0.40046
H -5.35668 -3.15836 1.39237
H -5.31950 1.95396 1.31366
H -4.85917 1.43224 -0.33023
H -3.28750 3.35784 -0.50177
H -3.72822 3.87231 1.13149
H -4.93342 3.91187 -0.16389
H -1.20059 2.42883 1.04187
H 5.11148 2.59455 1.11725
H 4.59880 1.11805 1.96084
H 3.37220 2.25023 1.32868
*
```

The total energy comes out at -51344.40599 eV. The HOMO-LUMO gap is 8.96 eV. The calculation puts the energy above the lowest of the compared OMol25 structures with the same formula, charge and spin at 192.3 kJ/mol. Its SMILES is CCOC(=O)CSc1nnc(CNC(=O)c2cc(OCC)c(OCC)c(OCC)c2)n1C.

Mulliken population analysis, charges in e, atoms 1 to 2: -0.9639 0.3914

---

Molecular formula: C10H14N4O5
Method: DFT, the ωB97M-V functional and the def2-TZVPD basis

Geometry as ORCA input:
```
! wB97M-V def2-TZVPD RIJCOSX def2/J DEFGRID3
* xyz 0 1
N 3.38777 1.45410 -0.26051
C 2.16519 1.91195 -0.92128
C 2.17248 1.42446 -2.36254
C 1.26941 2.02371 -3.39158
O 1.60938 2.10581 -4.53495
O 0.07057 2.44156 -2.96899
C 0.94151 1.32018 -0.13007
O -0.13649 1.90896 -0.22107
N 1.14264 0.24762 0.63682
C 0.06047 -0.51856 1.32299
C -0.62435 -1.61005 0.38265
C -2.05751 -1.77820 0.66593
C -3.15451 -1.75645 -0.16839
N -4.24741 -1.77098 0.65978
C -3.82070 -1.83180 1.96316
N -2.51230 -1.80637 1.98873
C 0.63192 -1.16282 2.58880
O 1.79836 -1.16811 2.78693
O -0.27794 -1.54656 3.42385
H 4.13270 1.66698 -0.90464
H 3.49945 1.89901 0.64107
H 2.12418 2.97362 -0.94093
H 2.10380 0.34712 -2.41144
H 3.19644 1.64277 -2.73154
H -0.16491 2.17165 -2.03453
H 2.10450 -0.06195 0.63776
H -0.70875 0.18073 1.60921
H -0.55864 -1.37818 -0.69017
H -0.00740 -2.50553 0.43082
H -3.26334 -1.58881 -1.25778
H -5.22143 -1.82391 0.35189
H -4.50209 -1.90156 2.83176
H -1.15300 -1.51037 3.00825
*
```

The total energy comes out at -26796.61335 eV. The HOMO-LUMO gap is 9.94 eV. The calculation puts the energy above the lowest of the compared OMol25 structures with the same formula, charge and spin at 71.1 kJ/mol. Its SMILES is N[C@@H](CC(=O)O)C(=O)N[C@@H](Cc1c[nH]cn1)C(=O)O.

Mulliken population analysis, charges in e, atoms 1 to 2: -0.7295 0.4418

---

Molecular formula: C7H12Cl10
Method: DFT, the ωB97M-V functional and the def2-TZVPD basis

Geometry as ORCA input:
```
! wB97M-V def2-TZVPD RIJCOSX def2/J DEFGRID3
* xyz 0 1
Cl -29.48586 -8.86341 20.89025
C -28.19236 -7.81675 20.26849
Cl -27.86701 -6.59280 21.57244
Cl -26.67275 -8.75048 19.87774
Cl -28.82195 -6.93383 18.92042
Cl -29.53807 -9.60415 26.27246
C -30.45823 -8.33423 25.57247
C -30.11681 -8.00909 24.11968
Cl -31.21510 -6.80838 23.44489
H -30.39472 -7.45014 26.20688
H -31.50802 -8.62729 25.58454
H -30.15922 -8.95181 23.57418
H -29.13441 -7.54209 24.04962
Cl -27.27907 -3.47174 16.81084
C -26.50298 -5.05918 16.63436
C -24.90993 -4.84103 16.95006
Cl -24.49277 -4.69712 18.67516
H -26.67104 -5.44525 15.62898
H -26.92888 -5.76852 17.34397
H -24.40348 -4.05867 16.38481
H -24.40347 -5.75257 16.63273
Cl -24.73658 -8.54010 16.22781
C -25.98478 -9.57739 15.44986
C -27.31152 -9.30904 16.17852
Cl -28.11411 -7.74451 15.68786
H -25.58446 -10.59016 15.49583
H -26.16820 -9.39752 14.39057
H -27.14472 -9.29318 17.25557
H -28.02069 -10.07860 15.87364
*
```

The total energy comes out at -132677.56328 eV. The HOMO-LUMO gap is 10.22 eV. The calculation puts the energy above the lowest of the compared OMol25 structures with the same formula, charge and spin at 77.5 kJ/mol. Its SMILES is ClC(Cl)(Cl)Cl.ClCCCl.ClCCCl.ClCCCl.

Mulliken population analysis, charges in e, atoms 1 to 2: -0.1120 0.3496